1.
{"formula": "C18H28F6N3O5", "method": "ωB97M-V with the def2-TZVPD basis set", "largest_force_ha_per_bohr": 0.0713, "charge": 1, "spin_multiplicity": 1, "symbols": ["N", "C", "C", "C", "C", "C", "O", "O", "C", "C", "N", "C", "C", "O", "C", "C", "F", "F", "F", "C", "O", "C", "F", "F", "F", "H", "H", "H", "H", "H", "H", "H", "H", "H", "H", "H", "H", "H", "H", "C", "N", "C", "C", "C", "C", "O", "H", "H", "H", "H", "H", "H", "H", "H", "H", "H", "H", "H", "H", "H"], "xyz": [[1.615, 0.792, 5.860], [0.795, 1.007, 5.073], [-0.265, 1.104, 4.096], [-0.112, 2.338, 3.192], [1.081, 2.395, 2.238], [2.354, 2.901, 2.868], [3.110, 2.230, 3.515], [2.584, 4.246, 2.689], [-0.494, -0.281, 3.398], [-1.686, -0.853, 4.028], [-2.602, -1.324, 4.590], [0.612, -1.317, 3.627], [1.960, -1.007, 3.025], [1.978, -1.304, 1.630], [3.075, -0.748, 0.976], [4.388, -1.461, 1.273], [4.234, -2.770, 1.370], [4.962, -1.018, 2.390], [5.249, -1.199, 0.274], [-0.832, -0.168, 1.906], [-1.454, -1.425, 1.531], [-2.563, -1.319, 0.790], [-2.333, -0.689, -0.391], [-2.993, -2.544, 0.486], [-3.543, -0.649, 1.382], [-1.147, 1.305, 4.686], [-1.032, 2.508, 2.661], [-0.023, 3.181, 3.865], [1.276, 1.458, 1.743], [0.811, 3.088, 1.450], [2.456, 4.430, 1.757], [0.249, -2.238, 3.186], [0.755, -1.520, 4.676], [2.680, -1.642, 3.530], [2.287, 0.006, 3.233], [3.245, 0.290, 1.258], [2.907, -0.755, -0.087], [0.059, -0.094, 1.305], [-1.520, 0.639, 1.709], [-0.037, -0.830, -4.821], [-1.532, -0.836, -4.953], [-1.973, -2.256, -5.124], [-1.924, -0.056, -6.161], [-2.215, -0.306, -3.711], [-1.976, 1.147, -3.380], [-0.596, 1.374, -3.128], [0.369, -1.455, -5.615], [0.330, 0.181, -4.934], [0.229, -1.236, -3.851], [-1.508, -2.656, -6.020], [-3.055, -2.275, -5.222], [-1.661, -2.822, -4.251], [-1.544, 0.956, -6.071], [-3.009, -0.053, -6.238], [-1.487, -0.534, -7.034], [-1.878, -0.939, -2.892], [-3.282, -0.461, -3.863], [-2.557, 1.369, -2.481], [-2.331, 1.804, -4.180], [-0.487, 2.289, -2.857]], "nbo_charge": [-0.260, 0.264, -0.318, -0.380, -0.525, 0.781, -0.517, -0.683, -0.180, 0.284, -0.274, -0.417, -0.100, -0.532, -0.148, 0.946, -0.308, -0.315, -0.329, -0.065, -0.513, 1.170, -0.364, -0.302, -0.310, 0.280, 0.220, 0.245, 0.222, 0.216, 0.480, 0.246, 0.257, 0.205, 0.206, 0.188, 0.205, 0.226, 0.200, -0.408, -0.197, -0.404, -0.413, -0.234, -0.093, -0.731, 0.225, 0.251, 0.237, 0.234, 0.232, 0.238, 0.234, 0.232, 0.237, 0.243, 0.235, 0.212, 0.179, 0.491]}

2.
{"formula": "C27H27Cl2InN3O3", "method": "ωB97M-V with the def2-TZVPD basis set", "largest_force_ha_per_bohr": 0.0552, "charge": 3, "de_lowest_kcal_mol": 34.3, "spin_multiplicity": 1, "symbols": ["In", "C", "O", "C", "N", "C", "C", "C", "C", "C", "C", "C", "C", "C", "C", "C", "C", "N", "C", "N", "C", "C", "O", "C", "C", "C", "C", "C", "C", "H", "H", "H", "H", "H", "H", "H", "H", "H", "H", "H", "H", "H", "H", "H", "H", "H", "H", "H", "Cl", "C", "Cl", "H", "H", "C", "C", "C", "O", "H", "H", "H", "H", "H", "H"], "xyz": [[0.601, -0.928, -0.009], [-0.568, -1.910, 4.447], [-1.150, -2.821, 3.478], [-0.791, -2.417, 2.294], [0.016, -1.405, 2.205], [0.369, -1.009, 3.601], [0.299, 0.459, 3.951], [0.201, 0.817, 5.294], [0.164, 2.151, 5.663], [0.240, 3.141, 4.697], [0.348, 2.791, 3.359], [0.391, 1.454, 2.989], [-1.336, -3.140, 1.140], [-2.221, -4.208, 1.217], [-2.672, -4.759, 0.012], [-2.229, -4.215, -1.199], [-1.344, -3.145, -1.135], [-0.941, -2.672, 0.000], [-0.812, -2.424, -2.298], [0.023, -1.431, -2.223], [0.339, -1.029, -3.630], [-0.642, -1.900, -4.451], [-1.211, -2.809, -3.474], [0.302, 0.444, -3.972], [0.081, 0.816, -5.296], [0.072, 2.153, -5.656], [0.295, 3.132, -4.703], [0.522, 2.770, -3.384], [0.547, 1.429, -3.024], [-0.063, -2.504, 5.202], [-1.381, -1.346, 4.902], [1.416, -1.301, 3.751], [0.141, 0.049, 6.056], [0.086, 2.419, 6.707], [0.219, 4.181, 4.991], [0.405, 3.573, 2.616], [0.468, 1.167, 1.950], [-2.544, -4.579, 2.180], [-3.358, -5.595, 0.018], [-2.556, -4.596, -2.156], [1.376, -1.341, -3.810], [-0.171, -2.500, -5.224], [-1.458, -1.319, -4.879], [-0.102, 0.066, -6.055], [-0.105, 2.432, -6.686], [0.305, 4.172, -4.996], [0.697, 3.545, -2.653], [0.742, 1.138, -1.999], [3.376, 0.205, 0.012], [4.239, -1.341, 0.033], [3.049, -2.650, 0.160], [4.898, -1.369, 0.896], [4.797, -1.444, -0.893], [-1.563, 3.372, -0.074], [-0.448, 2.386, -0.022], [0.960, 2.891, 0.071], [-0.697, 1.174, -0.048], [-1.204, 4.385, -0.223], [-2.113, 3.321, 0.872], [-2.282, 3.098, -0.847], [1.012, 3.972, 0.153], [1.504, 2.577, -0.823], [1.462, 2.432, 0.925]], "nbo_charge": [1.733, -0.090, -0.394, 0.621, -0.619, -0.115, 0.019, -0.215, -0.161, -0.175, -0.196, -0.258, 0.121, -0.127, -0.094, -0.127, 0.122, -0.501, 0.621, -0.618, -0.114, -0.091, -0.394, 0.021, -0.215, -0.162, -0.175, -0.196, -0.254, 0.246, 0.235, 0.231, 0.223, 0.251, 0.248, 0.212, 0.157, 0.282, 0.280, 0.282, 0.232, 0.246, 0.235, 0.224, 0.251, 0.248, 0.213, 0.153, 0.110, -0.384, 0.100, 0.279, 0.275, -0.741, 0.725, -0.764, -0.650, 0.259, 0.293, 0.282, 0.273, 0.264, 0.260]}

3.
{"formula": "C10H25GeN2SV", "method": "ωB97M-V with the def2-TZVPD basis set", "largest_force_ha_per_bohr": 0.0520, "charge": 2, "spin_multiplicity": 3, "symbols": ["V", "C", "C", "N", "C", "C", "S", "C", "C", "N", "H", "H", "H", "H", "H", "H", "H", "H", "H", "H", "H", "H", "H", "H", "C", "Ge", "C", "C", "C", "H", "H", "H", "H", "H", "H", "H", "H", "H", "H", "H"], "xyz": [[-0.456, -0.415, 0.050], [1.017, -1.714, -2.039], [-0.068, -2.653, -1.494], [-1.237, -1.853, -1.100], [-2.033, -1.372, -2.244], [-2.660, -0.013, -1.963], [-1.496, 1.199, -1.224], [-0.093, 1.222, -2.428], [1.223, 0.753, -1.804], [1.118, -0.553, -1.133], [0.770, -1.378, -3.050], [1.965, -2.257, -2.110], [0.304, -3.173, -0.601], [-0.324, -3.405, -2.249], [-1.836, -2.435, -0.507], [-2.832, -2.082, -2.487], [-1.384, -1.297, -3.120], [-3.456, -0.078, -1.215], [-3.073, 0.418, -2.878], [0.016, 2.262, -2.746], [-0.386, 0.638, -3.300], [1.534, 1.488, -1.049], [1.988, 0.728, -2.593], [1.952, -0.675, -0.551], [2.417, 0.764, 2.007], [0.536, 0.978, 2.633], [0.506, 0.942, 4.609], [-0.313, 2.624, 1.910], [-0.517, -0.602, 1.973], [2.997, 1.546, 2.489], [2.553, 0.874, 0.933], [2.827, -0.190, 2.332], [1.093, 1.788, 4.960], [0.952, 0.026, 4.988], [-0.506, 1.033, 4.992], [0.236, 3.475, 2.307], [-1.339, 2.705, 2.261], [-0.302, 2.689, 0.822], [-1.582, -0.487, 2.210], [-0.111, -1.520, 2.406]], "nbo_charge": [1.415, -0.254, -0.240, -0.688, -0.251, -0.516, 0.309, -0.529, -0.240, -0.713, 0.224, 0.264, 0.237, 0.255, 0.419, 0.262, 0.219, 0.260, 0.281, 0.291, 0.244, 0.243, 0.253, 0.433, -1.066, 1.492, -1.022, -1.059, -1.245, 0.273, 0.192, 0.248, 0.255, 0.250, 0.252, 0.269, 0.252, 0.203, 0.260, 0.270]}

4.
{"formula": "C6H10N2O", "method": "ωB97M-V with the def2-TZVPD basis set", "largest_force_ha_per_bohr": 0.1538, "de_lowest_kcal_mol": 15.6, "spin_multiplicity": 3, "symbols": ["C", "C", "C", "C", "C", "C", "N", "N", "O", "H", "H", "H", "H", "H", "H", "H", "H", "H", "H"], "xyz": [[-2.062, 0.229, 0.332], [-1.360, 1.308, -0.007], [-1.638, -1.164, 0.021], [0.017, 1.322, -0.507], [0.766, 0.132, 0.038], [1.969, -0.405, -0.661], [-0.405, -1.354, -0.275], [0.922, 0.097, 1.414], [0.179, -2.412, -0.547], [-3.191, 0.360, 0.546], [-1.820, 2.357, 0.140], [-2.367, -1.914, -0.059], [0.089, 1.399, -1.544], [0.590, 2.323, -0.102], [2.742, 0.307, -0.938], [1.785, -1.038, -1.529], [2.444, -1.193, -0.008], [0.107, 0.496, 1.919], [1.232, -0.850, 1.767]], "nbo_charge": [-0.334, -0.214, 0.028, -0.493, 0.356, -0.670, -0.097, -0.830, -0.330, 0.228, 0.209, 0.202, 0.234, 0.222, 0.231, 0.252, 0.222, 0.391, 0.392]}

5.
{"formula": "C3H7NO2", "method": "ωB97M-V with the def2-TZVPD basis set", "largest_force_ha_per_bohr": 0.0128, "de_lowest_kcal_mol": 69.6, "spin_multiplicity": 1, "symbols": ["C", "C", "O", "C", "O", "N", "H", "H", "H", "H", "H", "H", "H"], "xyz": [[0.991, 0.790, 1.664], [-0.222, 1.116, 1.200], [-0.520, 2.157, 0.396], [-0.644, -1.076, -0.907], [0.691, -1.184, -0.824], [-1.026, -1.719, -2.011], [1.102, -0.046, 2.348], [1.878, 1.380, 1.439], [0.945, -0.676, -0.032], [-1.110, 0.532, 1.419], [0.292, 2.644, 0.194], [-2.004, -1.736, -2.248], [-0.373, -2.181, -2.639]], "nbo_charge": [-0.629, 0.194, -0.662, 0.257, -0.725, -0.819, 0.224, 0.200, 0.509, 0.205, 0.474, 0.396, 0.376]}

no.,electronic energy (eV)
1,-50125.7224
2,-69242.6906
3,-106778.5936
4,-11405.7283
5,-8807.5122